1.
Molecular formula: C4H7NO2
Method: DFT, the ωB97M-V functional and the def2-TZVPD basis

gap between HOMO and LUMO: 9.4656 eV
ΔE to the lowest compared entry with this formula, charge and spin: 2.591 eV
SMILES: C=NC=O.C=CO
highest occupied orbital energy: -8.91 eV

Geometry as ORCA input:
```
! RIJCOSX wB97M-V def2-TZVPD def2/J DEFGRID3
* xyz 0 1
O -1.024 -0.373 1.588
C -1.540 0.357 0.576
C -1.006 1.454 0.034
O 1.719 0.418 1.000
C 1.995 -0.450 0.192
N 1.068 -1.320 -0.334
C 0.221 -1.070 -1.238
H -0.096 -0.098 1.709
H -2.463 -0.082 0.202
H -1.468 1.924 -0.825
H -0.089 1.884 0.423
H 3.042 -0.684 -0.062
H 0.201 -0.152 -1.832
H -0.561 -1.806 -1.433
*
```

***

2.
Molecular formula: C4H7NO2
Method: DFT, the ωB97M-V functional and the def2-TZVPD basis

gap between HOMO and LUMO: 10.2438 eV
ΔE to the lowest compared entry with this formula, charge and spin: 1.709 eV
SMILES: O=C1CNC[C@@H]1O
highest occupied orbital energy: -9.49 eV

Geometry as ORCA input:
```
! RIJCOSX wB97M-V def2-TZVPD def2/J DEFGRID3
* xyz 0 1
O -1.907 0.205 1.068
C -0.612 0.410 0.589
C 0.327 -0.702 0.992
N 1.345 -0.827 -0.084
C 0.830 -0.185 -1.313
C -0.547 0.324 -0.937
O -1.499 0.527 -1.654
H -2.494 0.303 0.302
H -0.208 1.392 0.885
H 0.817 -0.624 1.964
H -0.278 -1.628 0.991
H 1.166 -1.811 -0.182
H 0.761 -0.905 -2.135
H 1.457 0.642 -1.682
*
```

***

3.
Molecular formula: C4H7NO2
Method: DFT, the ωB97M-V functional and the def2-TZVPD basis

gap between HOMO and LUMO: 9.6956 eV
ΔE to the lowest compared entry with this formula, charge and spin: 4.809 eV
SMILES: N[C@@]12C[C@@H]1O2.C=O
highest occupied orbital energy: -8.73 eV

Geometry as ORCA input:
```
! RIJCOSX wB97M-V def2-TZVPD def2/J DEFGRID3
* xyz 0 1
N 1.667 1.688 0.753
C 0.865 0.685 0.233
O 0.348 -0.525 0.867
C 0.067 0.602 -1.019
C 0.905 -0.526 -0.487
C -2.081 -1.566 0.212
O -2.340 -1.489 -0.964
H 2.244 1.390 1.529
H 1.110 2.492 1.018
H 0.518 1.142 -1.850
H -1.020 0.556 -1.002
H 1.626 -1.236 -0.862
H -2.257 -0.731 0.913
H -1.652 -2.482 0.659
*
```

***

4.
Molecular formula: C4H7NO2
Method: DFT, the ωB97M-V functional and the def2-TZVPD basis

gap between HOMO and LUMO (spin up / spin down): 7.6528 / 7.6534 eV
ΔE to the lowest compared entry with this formula, charge and spin: 8.380 eV
highest occupied orbital energy (spin up / spin down): -7.41 / -7.41 eV

Geometry as ORCA input:
```
! RIJCOSX wB97M-V def2-TZVPD def2/J DEFGRID3
* xyz 0 1
C 0.296 1.342 -1.136
C 0.597 -0.373 0.565
N 1.198 -0.994 1.491
O 2.269 -0.235 2.015
C -0.527 -1.025 -0.125
C -1.774 -0.263 -0.170
O -0.850 -0.153 -1.272
H 1.298 1.026 -1.382
H -0.282 1.701 -1.988
H 0.228 1.969 -0.258
H 2.611 -0.829 2.696
H -0.516 -2.068 -0.430
H -2.712 -0.725 -0.459
H -1.835 0.628 0.452
*
```

***

5.
Molecular formula: C4H7NO2
Method: DFT, the ωB97M-V functional and the def2-TZVPD basis

gap between HOMO and LUMO (spin up / spin down): 7.8279 / 7.8307 eV
ΔE to the lowest compared entry with this formula, charge and spin: 4.855 eV
highest occupied orbital energy (spin up / spin down): -8.02 / -8.02 eV

Geometry as ORCA input:
```
! RIJCOSX wB97M-V def2-TZVPD def2/J DEFGRID3
* xyz 0 1
C 2.310 0.235 -0.572
N 1.734 -0.878 0.135
C 0.547 -1.033 0.440
C -0.645 0.856 0.076
O -1.739 0.232 -0.436
C -2.513 -0.505 0.241
O -0.352 -1.685 0.891
H 1.696 0.540 -1.429
H 2.446 1.106 0.081
H 3.295 -0.057 -0.946
H -0.330 1.642 -0.601
H -0.754 1.132 1.125
H -3.223 -1.087 -0.330
H -2.471 -0.503 1.323
*
```

***

6.
Molecular formula: C4H7NO2
Method: DFT, the ωB97M-V functional and the def2-TZVPD basis

gap between HOMO and LUMO: 10.3357 eV
ΔE to the lowest compared entry with this formula, charge and spin: 3.539 eV
SMILES: NC(=O)C[C@H]1CO1
highest occupied orbital energy: -9.60 eV

Geometry as ORCA input:
```
! RIJCOSX wB97M-V def2-TZVPD def2/J DEFGRID3
* xyz 0 1
N -0.403 1.634 1.894
C -0.115 0.512 1.263
O 0.133 -0.503 1.847
C 0.363 0.585 -0.360
C 0.726 -0.644 -0.993
C -0.245 -1.710 -1.255
O 0.273 -0.943 -2.317
H -0.360 1.671 2.886
H -0.514 2.451 1.314
H 0.472 1.496 -0.948
H -0.875 0.701 -0.312
H 1.747 -0.964 -0.791
H -1.296 -1.540 -1.027
H 0.094 -2.744 -1.200
*
```

***

7.
Molecular formula: C4H7NO2
Method: DFT, the ωB97M-V functional and the def2-TZVPD basis

gap between HOMO and LUMO: 9.6258 eV
ΔE to the lowest compared entry with this formula, charge and spin: 2.800 eV
SMILES: CC(C)=O.N#CO
highest occupied orbital energy: -9.36 eV

Geometry as ORCA input:
```
! RIJCOSX wB97M-V def2-TZVPD def2/J DEFGRID3
* xyz 0 1
C -2.761 -0.545 -0.530
C 1.276 0.781 -0.902
C 1.325 -1.002 1.012
C 0.753 0.307 0.472
N -2.273 -1.543 -0.358
O -3.230 0.601 -0.730
O 0.006 1.023 1.100
H 2.037 1.438 -0.513
H 1.805 -0.067 -1.382
H 0.439 1.192 -1.575
H 2.327 -1.051 0.646
H 0.483 -1.584 0.707
H 1.394 -0.755 2.125
H -3.582 1.206 -0.073
*
```

***

8.
Molecular formula: C4H7NO2
Method: DFT, the ωB97M-V functional and the def2-TZVPD basis

gap between HOMO and LUMO: 10.9840 eV
ΔE to the lowest compared entry with this formula, charge and spin: 2.317 eV
highest occupied orbital energy: -9.91 eV

Geometry as ORCA input:
```
! RIJCOSX wB97M-V def2-TZVPD def2/J DEFGRID3
* xyz 0 1
C -1.253 -1.164 0.158
C -0.765 -1.029 -1.257
C 0.259 2.078 0.141
N 0.529 1.568 1.269
C 2.606 -0.592 0.536
O 2.253 -1.669 0.456
O 0.240 -0.444 -1.592
H -0.664 -0.541 0.838
H -1.184 -2.217 0.458
H -2.314 -0.889 0.213
H -1.400 -1.518 -2.027
H -0.713 1.871 -0.313
H 0.932 2.719 -0.439
H 1.473 1.827 1.560
*
```

***

Question: The highest ΔE to the lowest compared entry with this formula, charge and spin belongs to which entry?
Answer: number 4

***

Question: Number 4 is which compound?
Answer: C4H7NO2